A structure of composition H2N2O3S in a non-equilibrium geometry. Source: the Open Molecules 2025 dataset; level of theory: wB97M-V/def2-TZVPD.

Positions of all 8 atoms, in Å:
N  0.90  0.65  0.57
N  -1.24  0.24  -0.34
O  0.89  -1.13  -1.27
O  -0.06  -1.71  0.93
O  -0.38  1.27  -0.43
S  0.15  -0.77  -0.12
H  1.53  1.13  0.06
H  -1.78  0.31  0.61

Results
Calculated total energy ... -734.40549 hartree
E_HOMO ... -11.027 eV
Frontier orbital gap ... 9.831 eV
Molar mass ... 110.094 g/mol
Relative energy (zero: lowest compared OMol25 entry of this formula, charge and spin) ... 85.3 kcal/mol


An isolated molecule of H2N2O3S in a non-equilibrium geometry. Source: the Open Molecules 2025 dataset; level of theory: wB97M-V/def2-TZVPD.

Positions of all 8 atoms, in Å:
N  -0.99  0.32  -0.87
N  1.19  -0.12  0.60
O  1.69  0.60  -0.45
O  1.67  -0.04  1.68
O  -1.47  -1.40  0.76
S  -0.42  -1.08  -0.20
H  -1.47  0.94  -0.09
H  -0.21  0.77  -1.42

Results
Calculated total energy ... -734.45908 hartree
E_HOMO ... -10.466 eV
Frontier orbital gap ... 9.887 eV
Molar mass ... 110.094 g/mol
Relative energy (zero: lowest compared OMol25 entry of this formula, charge and spin) ... 51.7 kcal/mol


A cluster of 2 separate species, H2N2O3S in total in a non-equilibrium geometry. Source: the Open Molecules 2025 dataset; level of theory: wB97M-V/def2-TZVPD.

Positions of all 8 atoms, in Å:
N  -1.36  -0.03  0.21
N  1.90  -0.61  -0.15
O  1.27  -1.49  -0.67
O  -0.89  2.37  -0.65
O  2.96  -0.74  0.38
S  -0.40  1.38  0.27
H  -2.33  0.06  0.06
H  -1.14  -0.95  0.56

Results
Calculated total energy ... -734.44649 hartree
E_HOMO (alpha / beta) ... -8.182 / -10.849 eV
Frontier orbital gap (alpha / beta) ... 5.785 / 10.166 eV
Molar mass ... 110.094 g/mol
Relative energy (zero: lowest compared OMol25 entry of this formula, charge and spin) ... 59.6 kcal/mol


A cluster of 2 separate species, H2N2O3S in total in a non-equilibrium geometry. Source: the Open Molecules 2025 dataset; level of theory: wB97M-V/def2-TZVPD.

Positions of all 8 atoms, in Å:
O  2.81  0.20  0.33
N  1.69  0.04  0.01
O  1.16  0.49  -0.97
O  0.83  -0.53  0.93
H  -0.01  -0.54  0.46
N  -1.82  0.02  -0.24
S  -3.16  -0.17  0.46
H  -1.48  0.49  -1.00

Results
Calculated total energy ... -734.40820 hartree
E_HOMO (alpha / beta) ... -9.104 / -9.100 eV
Frontier orbital gap (alpha / beta) ... 7.438 / 7.437 eV
Molar mass ... 110.094 g/mol
Relative energy (zero: lowest compared OMol25 entry of this formula, charge and spin) ... 83.6 kcal/mol


An isolated molecule of H2N2O3S in a non-equilibrium geometry. Source: the Open Molecules 2025 dataset; level of theory: wB97M-V/def2-TZVPD.

Positions of all 8 atoms, in Å:
N  1.66  -0.03  -0.07
N  -1.94  -0.82  0.38
O  -0.89  -0.56  -0.35
O  -2.25  0.02  1.16
O  -0.06  1.71  -1.08
S  0.20  0.88  0.03
H  1.57  -0.78  -0.87
H  1.71  -0.43  0.80

Results
Multiplicity ... 3
Calculated total energy ... -734.38837 hartree
E_HOMO (alpha / beta) ... -7.725 / -10.918 eV
Frontier orbital gap (alpha / beta) ... 8.107 / 8.584 eV
Molar mass ... 110.094 g/mol
Relative energy (zero: lowest compared OMol25 entry of this formula, charge and spin) ... 47.4 kcal/mol


A cluster of 2 separate species, H2N2OS in total in a non-equilibrium geometry. Source: the Open Molecules 2025 dataset; level of theory: wB97M-V/def2-TZVPD.

Positions of all 6 atoms, in Å:
N  2.81  0.90  -0.29
N  1.71  0.89  -0.10
S  0.33  1.09  0.38
O  -1.86  -0.70  0.11
H  -1.63  -1.48  0.63
H  -1.37  -0.70  -0.73

Results
Calculated total energy ... -584.09001 hartree
E_HOMO ... -9.676 eV
Frontier orbital gap ... 10.229 eV
Molar mass ... 78.096 g/mol
Relative energy (zero: lowest compared OMol25 entry of this formula, charge and spin) ... 10.1 kcal/mol


A cluster of 2 separate species, H2N3O2 in total in a non-equilibrium geometry. Source: the Open Molecules 2025 dataset; level of theory: wB97M-V/def2-TZVPD.

Positions of all 7 atoms, in Å:
N  -1.22  -0.78  0.44
N  1.95  -0.09  -0.75
N  -1.09  0.14  -0.39
O  -1.41  1.41  -0.21
O  2.43  -0.32  0.39
H  -1.56  -0.44  1.30
H  0.89  0.07  -0.78

Results
Calculated total energy ... -315.80818 hartree
E_HOMO (alpha / beta) ... -3.147 / -3.146 eV
Frontier orbital gap (alpha / beta) ... 6.615 / 6.611 eV
Charge ... -1
Molar mass ... 76.035 g/mol
Relative energy (zero: lowest compared OMol25 entry of this formula, charge and spin) ... 63.2 kcal/mol


A structure of composition H2N3O3P in a non-equilibrium geometry. Source: the Open Molecules 2025 dataset; level of theory: wB97M-V/def2-TZVPD.

Positions of all 9 atoms, in Å:
N  -0.42  -0.22  -1.56
N  0.67  -0.53  -1.01
N  -1.46  0.21  -0.87
O  2.40  0.16  1.11
O  -0.05  1.05  1.18
O  0.50  -1.41  1.53
P  0.98  -0.19  0.84
H  -0.52  0.67  0.41
H  -2.09  0.26  -1.62

Results
Calculated total energy ... -732.53229 hartree
E_HOMO ... 1.106 eV
Frontier orbital gap ... 6.532 eV
Charge ... -2
Molar mass ... 123.008 g/mol
Relative energy (zero: lowest compared OMol25 entry of this formula, charge and spin) ... 21.1 kcal/mol